(1)
# C6H7Cl2NO4TiV

A structure of composition C6H7Cl2NO4TiV (ωB97M-V/def2-TZVPD, OMol25).

```
22
Properties=species:S:1:pos:R:3:forces:R:3
V -4.672 2.275 -2.258 1.04 -0.90 -6.54
Ti -1.303 -0.843 -0.269 5.55 -3.61 -5.16
Cl -2.849 2.775 -3.354 -0.28 -0.45 0.73
Cl -1.988 -2.843 -0.570 0.48 1.96 0.50
C -2.248 -0.405 1.285 -6.72 2.52 12.21
C -4.997 3.889 -1.427 0.57 8.62 5.14
C -5.130 1.131 -0.879 -0.95 -5.50 7.86
O -2.825 -0.181 2.293 3.82 -1.45 -6.77
O -4.831 4.890 -0.856 -1.16 -4.63 -2.79
O -5.179 0.431 0.074 0.19 3.22 -4.64
C 3.039 0.420 0.225 1.81 0.90 0.05
N 2.847 -0.980 0.567 -4.08 -0.04 -1.08
C 4.006 -1.829 0.729 1.50 1.04 0.10
C 1.606 -1.565 0.575 4.74 -0.55 0.86
O 0.516 -0.960 0.299 -3.57 1.09 -0.77
H 4.133 0.617 0.264 -0.78 -0.10 -0.03
H 2.593 1.138 0.913 -0.41 -0.29 0.39
H 2.729 0.714 -0.781 -0.30 -0.51 -0.20
H 3.963 -2.289 1.710 0.16 -0.31 0.37
H 4.000 -2.593 -0.044 0.07 -0.30 -0.18
H 4.914 -1.166 0.631 -0.93 -1.06 0.21
H 1.678 -2.627 0.872 -0.74 0.35 -0.26
```
Forces are in eV/Å.

Calculated values
E	-89810.98791	eV
2S+1	4
charge	+4

Results of the Löwdin charge analysis, in e, for atoms 1 through 2:
1 V 0.630
2 Ti 1.065



(2)
# C6H7ClN2

A structure of composition C6H7ClN2 (ωB97M-V/def2-TZVPD, OMol25).

```
16
Properties=species:S:1:pos:R:3:forces:R:3
C 1.017 0.260 1.442 0.02 -0.40 1.07
C 0.485 -0.168 0.247 -2.35 0.13 -1.54
C -0.914 -0.553 0.641 1.61 0.04 0.41
C -1.558 -0.980 -0.416 -5.11 -1.64 -4.15
C -0.789 -0.742 -1.675 1.20 1.21 -0.07
C 0.533 -0.226 -1.123 -0.64 -0.13 0.67
N -1.106 -0.441 1.979 -1.04 -0.50 -0.49
N 0.033 0.030 2.353 2.54 0.39 4.46
Cl 1.840 0.208 -2.066 1.06 0.13 -0.95
H 1.997 0.583 1.691 0.38 0.26 0.45
H -2.627 -1.392 -0.663 2.04 0.88 1.46
H 1.024 2.638 -0.640 1.37 -0.22 0.56
H -0.634 -1.579 -2.326 0.33 -1.32 0.14
H -1.236 -0.110 -2.515 0.21 0.12 1.64
H 1.748 2.470 -0.379 -1.39 0.46 -0.48
H 0.186 0.000 3.448 -0.24 0.58 -3.16
```
Forces are in eV/Å.

Calculated values
relative energy (zero: lowest compared OMol25 entry of this formula, charge and spin)	3.536	eV
E	-21833.65500	eV

Results of the Löwdin charge analysis, in e, for atoms 1 through 2:
1 C -0.053
2 C -0.219



(3)
# C6H7ClN3O

A cluster of 2 separate species, C6H7ClN3O in total (ωB97M-V/def2-TZVPD, OMol25).

```
18
Properties=species:S:1:pos:R:3:forces:R:3
C 0.168 -0.093 2.543 -0.36 -2.88 -3.06
C -0.297 -1.345 2.954 -1.29 -1.20 0.52
C 0.420 -0.199 1.173 0.24 0.33 0.83
C -0.262 -2.151 1.821 0.16 0.11 1.27
C 1.416 0.462 -0.930 -0.62 -0.91 0.86
C 0.991 0.798 0.324 -0.23 -4.03 -1.77
N -0.847 0.843 -3.224 2.90 -0.14 0.62
N 0.163 0.394 -2.983 -1.49 -0.20 -0.42
N -1.768 1.731 -3.170 0.27 -1.33 -0.85
O 0.203 -1.509 0.727 -0.60 1.14 1.22
Cl -0.506 -3.822 1.738 -0.14 0.17 -0.31
H 0.579 0.510 3.238 0.67 2.92 1.66
H -0.728 -1.557 3.990 1.00 -0.12 -1.82
H 2.088 1.024 -1.500 0.74 1.14 -0.61
H 1.339 -0.584 -1.254 -0.05 0.50 0.42
H 1.162 1.644 0.857 0.59 2.88 0.88
H -2.370 1.545 -3.956 -1.12 1.11 0.38
H -1.753 2.309 -2.348 -0.65 0.50 0.20
```
Forces are in eV/Å.

Calculated values
relative energy (zero: lowest compared OMol25 entry of this formula, charge and spin)	2.703	eV
E	-25363.46568	eV
charge	+1

Results of the Löwdin charge analysis, in e, for atoms 1 through 2:
1 C 0.016
2 C -0.053



(4)
# C6H7ClS

The molecule C6H7ClS (ωB97M-V/def2-TZVPD, OMol25).

```
15
Properties=species:S:1:pos:R:3:forces:R:3
C -2.259 2.178 -0.085 1.21 -1.53 2.39
C -1.741 1.079 0.536 -1.14 2.17 -1.70
C -1.895 -0.284 0.049 -0.01 0.62 -0.27
C -3.013 -0.773 -0.452 -1.56 0.04 -0.48
S -0.539 -1.328 0.204 0.91 -1.43 0.32
C 0.796 -0.365 -0.377 0.84 0.55 0.43
C 1.888 -0.276 0.403 -1.02 -0.29 -1.49
Cl 3.312 0.472 -0.186 0.40 0.20 0.05
H -2.729 2.110 -1.014 -0.86 -0.06 -1.28
H -2.222 3.126 0.438 0.20 0.08 -0.31
H -1.126 1.261 1.378 0.37 -0.16 1.00
H -3.097 -1.812 -0.804 0.09 0.66 0.09
H -3.903 -0.110 -0.508 0.57 -0.73 0.18
H 0.758 0.089 -1.381 -0.01 -0.20 0.63
H 1.978 -0.792 1.337 0.01 0.08 0.45
```
Forces are in eV/Å.

Calculated values
relative energy (zero: lowest compared OMol25 entry of this formula, charge and spin)	1.438	eV
E	-29691.04854	eV
structure (SMILES)	C=CC(=C)S/C=C/Cl

Results of the Löwdin charge analysis, in e, for atoms 1 through 2:
1 C 0.045
2 C -0.193



(5)
# C6H7CrLiO6

A structure of composition C6H7CrLiO6 (ωB97M-V/def2-TZVPD, OMol25).

```
21
Properties=species:S:1:pos:R:3:forces:R:3
Cr -1.128 -2.628 -1.813 0.99 1.44 0.45
O 0.258 -1.547 -1.006 -0.47 -3.54 -1.87
O 0.648 0.439 -2.205 -0.39 -0.54 0.80
C 0.154 0.336 -3.536 0.03 -0.07 -0.57
C -1.346 0.225 -3.319 -0.07 0.67 -1.09
O -1.419 -0.498 -2.084 -0.13 -1.35 0.85
C -0.153 -0.341 -1.376 0.89 1.64 0.88
H 0.454 1.232 -4.089 -0.07 -0.27 0.13
H 0.562 -0.560 -4.029 -0.01 0.22 0.07
H -1.864 -0.348 -4.095 0.09 0.21 0.17
H -1.822 1.208 -3.198 0.08 -0.36 0.11
Li 4.147 -0.213 3.894 -0.33 0.04 -0.05
O 2.387 -1.173 3.332 -0.09 0.21 -0.76
O 0.888 -0.099 2.026 -0.92 -0.37 -2.25
C 0.816 0.473 0.888 0.77 -0.41 1.72
C -0.325 0.263 0.011 -0.05 3.81 0.61
O 2.821 0.939 2.768 -0.03 -0.13 -0.72
C 2.199 -0.116 2.750 1.03 0.41 2.22
H 1.498 1.323 0.743 0.50 -0.65 -0.41
H -1.101 -0.278 0.577 0.02 0.76 -0.40
H -0.310 1.450 -0.115 -1.84 -1.70 0.09
```
Forces are in eV/Å.

Calculated values
relative energy (zero: lowest compared OMol25 entry of this formula, charge and spin)	0.000	eV
E	-47229.05564	eV
2S+1	5
charge	+2

Results of the Löwdin charge analysis, in e, for atoms 1 through 2:
1 Cr 1.366
2 O -0.121



(6)
# C6H7F

The molecule C6H7F (ωB97M-V/def2-TZVPD, OMol25).

```
14
Properties=species:S:1:pos:R:3:forces:R:3
C 0.444 -0.786 -0.056 0.48 -1.73 0.23
C 3.097 -0.118 -0.411 1.88 -0.38 -2.46
C -3.074 0.165 0.424 -0.95 -0.99 -0.79
C -1.780 0.271 0.356 2.16 0.05 0.77
C -0.859 -0.912 0.177 2.44 4.82 -0.63
C 1.640 0.039 -0.371 -3.50 4.32 -0.05
F 3.885 0.146 0.644 -0.72 -0.05 0.40
H -3.568 1.074 0.698 -1.07 -0.13 -0.12
H -3.496 -0.797 0.086 -0.53 0.76 0.66
H -1.421 1.291 0.610 0.59 -0.96 -0.30
H -1.232 -1.851 0.217 -1.49 -2.89 0.21
H 1.380 0.961 0.417 1.01 -1.67 -1.73
H 1.238 0.495 -1.413 1.47 -0.79 1.97
H 3.746 0.021 -1.378 -1.77 -0.36 1.85
```
Forces are in eV/Å.

Calculated values
relative energy (zero: lowest compared OMol25 entry of this formula, charge and spin)	5.824	eV
E	-9046.03071	eV

Results of the Löwdin charge analysis, in e, for atoms 1 through 2:
1 C 0.005
2 C -0.161



(7)
# C6H7FO

The molecule C6H7FO (ωB97M-V/def2-TZVPD, OMol25).

```
15
Properties=species:S:1:pos:R:3:forces:R:3
C 1.111 1.990 -0.100 -1.56 -2.32 -5.38
C 0.538 1.042 0.584 -3.71 -1.49 -1.85
C -0.573 0.006 0.020 2.67 -1.52 -2.00
C -2.015 0.282 -0.208 -3.03 -4.57 0.24
O -2.863 -0.691 -0.116 3.09 4.59 -0.17
C -0.209 -1.484 0.402 1.54 1.87 -0.42
C 1.038 -1.894 0.118 -2.76 -4.21 2.11
F 1.821 -1.176 -0.530 3.52 3.75 -2.93
H 1.070 2.003 -1.296 0.07 0.15 2.89
H 1.546 2.730 0.398 2.31 3.02 1.67
H 0.574 1.091 1.624 0.04 -0.25 1.72
H -0.568 -0.076 -1.208 1.09 0.55 2.21
H -2.199 1.180 -0.825 -0.49 0.15 0.70
H -0.865 -2.114 0.913 -1.01 -0.73 0.63
H 1.593 -2.891 0.224 -1.76 1.01 0.60
```
Forces are in eV/Å.

Calculated values
relative energy (zero: lowest compared OMol25 entry of this formula, charge and spin)	3.882	eV
E	-11096.14925	eV
structure (SMILES)	C=C[C@H](C=O)/C=C\F

Results of the Löwdin charge analysis, in e, for atoms 1 through 2:
1 C 0.005
2 C -0.122



(8)
# C6H7KLiO3

A structure of composition C6H7KLiO3 (ωB97M-V/def2-TZVPD, OMol25).

```
18
Properties=species:S:1:pos:R:3:forces:R:3
O -2.756 2.703 -0.022 0.32 0.76 -0.25
C -1.369 2.506 0.167 -0.41 -0.78 0.34
C -0.914 1.384 -0.725 1.23 0.72 -0.12
O 0.013 0.649 -0.432 -0.19 -0.10 -0.05
H -3.220 1.861 -0.002 0.02 -0.02 0.17
H -1.142 2.299 1.224 0.06 -0.21 -0.19
H -0.752 3.389 -0.081 -0.68 -0.03 -0.28
H -1.344 1.349 -1.747 -0.21 -0.24 0.41
Li 1.240 0.300 0.975 -0.14 -0.42 0.55
C -2.142 1.278 3.419 0.39 -0.27 0.18
C -0.973 0.649 3.458 0.01 0.27 -0.12
C 0.182 0.113 3.489 -0.09 0.05 -0.07
C 1.399 -0.456 3.426 -0.52 0.17 0.10
O 1.945 -0.864 2.306 0.58 -0.31 -0.57
K 4.105 -3.262 2.137 -0.41 0.42 0.09
H -2.750 1.279 2.514 0.16 0.08 0.29
H -2.525 1.784 4.308 0.01 -0.27 -0.30
H 1.973 -0.597 4.354 -0.13 0.16 -0.17
```
Forces are in eV/Å.

Calculated values
relative energy (zero: lowest compared OMol25 entry of this formula, charge and spin)	0.000	eV
E	-29000.80558	eV
charge	+1

Results of the Löwdin charge analysis, in e, for atoms 1 through 2:
1 O -0.036
2 C -0.206



(9)
# C6H7LiLuO6

A structure of composition C6H7LiLuO6 (ωB97M-V/def2-TZVPD, OMol25).

```
21
Properties=species:S:1:pos:R:3:forces:R:3
Lu 2.431 2.049 -1.048 -1.63 -1.93 0.64
O 0.503 0.576 -0.955 0.84 1.38 -0.32
O 1.121 -1.741 -1.054 -0.19 0.82 0.35
C 2.466 -1.996 -1.475 0.35 -0.15 -0.35
C 3.283 -1.297 -0.399 0.78 -0.96 0.02
O 2.414 -0.212 -0.019 0.07 1.74 -0.36
C 1.095 -0.548 -0.407 -0.79 -1.49 0.22
H 2.616 -3.079 -1.506 -0.04 0.29 -0.03
H 2.633 -1.560 -2.469 -0.05 -0.17 0.15
H 4.226 -0.878 -0.762 -0.14 -0.17 0.12
H 3.458 -1.932 0.478 -0.05 0.25 -0.20
Li -5.669 -0.899 -0.898 0.44 0.25 0.26
O -4.383 0.647 -0.778 0.27 -0.35 -0.35
O -2.362 0.293 0.080 0.17 -0.32 -2.46
C -1.437 -0.579 0.538 2.32 -4.40 1.92
C -0.027 -0.188 0.475 0.75 4.68 1.24
O -3.934 -1.366 0.032 0.47 -0.34 -0.36
C -3.628 -0.206 -0.289 -1.27 0.58 0.69
H -1.776 -1.005 1.494 0.71 1.14 0.65
H 0.188 0.563 1.245 0.95 -0.39 0.23
H -0.722 -1.649 0.395 -3.96 -0.45 -2.07
```
Forces are in eV/Å.

Calculated values
relative energy (zero: lowest compared OMol25 entry of this formula, charge and spin)	6.958	eV
E	-52423.96823	eV
2S+1	2
charge	+2

Results of the Löwdin charge analysis, in e, for atoms 1 through 2:
1 Lu 1.950
2 O -0.147



(10)
# C6H7LiO3Tl

A structure of composition C6H7LiO3Tl (ωB97M-V/def2-TZVPD, OMol25).

```
18
Properties=species:S:1:pos:R:3:forces:R:3
O 0.814 -2.583 1.551 1.86 -5.17 -1.45
C -0.391 -1.082 1.504 -3.69 5.25 -0.01
C -0.269 -2.092 0.377 0.96 2.04 2.61
O -0.078 -1.630 -0.809 0.64 -0.23 0.12
H 1.348 -2.149 2.216 0.11 0.80 -0.55
H -0.393 -0.914 2.587 1.36 -1.71 0.09
H -1.475 -0.860 1.487 -0.69 1.46 -0.71
H -1.020 -2.912 0.464 0.93 0.27 0.25
Li -0.548 -0.264 -1.875 0.40 -0.32 0.43
C 0.776 0.504 1.445 -1.26 -1.59 -0.26
C 0.491 1.332 0.351 -0.54 0.23 -1.48
C 0.196 1.957 -0.679 0.21 -0.49 0.83
C -0.229 2.409 -1.921 -0.01 -0.12 0.37
O -0.495 1.599 -2.857 0.05 0.09 -0.32
Tl -0.792 2.187 -5.501 0.04 -0.07 0.30
H 1.737 -0.018 1.345 -0.34 0.10 -0.07
H 0.678 1.026 2.404 0.00 -0.30 -0.22
H -0.348 3.490 -2.089 -0.03 -0.24 0.04
```
Forces are in eV/Å.

Calculated values
E	-17363.53448	eV
charge	+1

Results of the Löwdin charge analysis, in e, for atoms 1 through 2:
1 O -0.176
2 C -0.064



(11)
# C6H7MgO7Rb

A structure of composition C6H7MgO7Rb (ωB97M-V/def2-TZVPD, OMol25).

```
22
Properties=species:S:1:pos:R:3:forces:R:3
O -1.149 1.619 -0.738 0.18 0.26 -3.95
C -1.525 2.553 0.271 1.78 -2.28 -0.14
C -0.679 1.747 1.205 -0.49 2.25 3.78
O 1.096 1.649 0.637 -1.06 2.58 -0.66
C 1.891 0.608 0.730 -1.54 -2.44 2.90
O 1.582 -0.137 -0.416 -0.36 0.90 -1.83
O 2.467 0.164 1.668 0.31 0.80 -1.28
Rb -4.383 0.390 -1.756 -0.03 -0.07 0.03
Mg 0.717 1.654 -1.394 -1.31 -0.75 1.71
H -2.591 2.471 0.521 0.21 0.25 0.15
H -1.215 3.588 0.091 -0.16 -0.15 0.19
H -1.087 0.783 1.520 0.66 -0.14 -0.88
H -0.409 2.319 2.096 0.91 -0.40 -0.04
O -0.588 -2.253 -0.750 -0.01 -0.11 -0.90
C -0.313 -2.379 0.558 -1.18 0.28 1.25
C 0.647 -2.115 -1.470 -0.15 0.07 -0.08
O -1.090 -2.631 1.424 0.47 0.07 -0.88
O 0.976 -2.047 0.779 1.00 0.54 -0.09
C 1.573 -1.556 -0.395 0.97 -1.59 0.48
H 0.497 -1.462 -2.334 -0.02 0.01 0.16
H 0.961 -3.096 -1.841 0.14 0.16 0.19
H 2.621 -1.867 -0.406 -0.31 -0.25 -0.11
```
Forces are in eV/Å.

Calculated values
E	-26751.49567	eV
charge	+2

Results of the Löwdin charge analysis, in e, for atoms 1 through 2:
1 O -0.394
2 C -0.253



(12)
# C6H7N

The molecule C6H7N (ωB97M-V/def2-TZVPD, OMol25).

```
14
Properties=species:S:1:pos:R:3:forces:R:3
C -1.442 1.682 0.172 -2.56 -0.18 0.18
C -1.364 1.221 1.455 -2.26 0.82 -1.91
N -0.271 0.954 2.126 7.70 -2.60 -1.50
C 0.805 0.383 1.336 -3.27 0.66 1.51
C 2.153 -0.011 1.124 -1.42 -0.80 -1.43
C 1.201 -0.592 0.301 -0.24 2.89 3.06
C 0.732 -1.445 -0.806 1.76 4.85 -0.93
H -2.450 1.862 -0.385 2.05 -0.27 1.29
H -0.539 2.050 -0.252 0.55 0.03 -0.67
H -2.199 1.171 2.141 -0.73 -0.12 -0.41
H 3.239 0.094 1.250 -0.71 -0.08 0.29
H 1.059 -2.348 -0.554 1.62 -4.18 0.12
H 1.219 -0.933 -1.683 -0.28 -1.25 0.36
H -0.286 -1.438 -0.964 -2.21 0.23 0.05
```
Forces are in eV/Å.

Calculated values
relative energy (zero: lowest compared OMol25 entry of this formula, charge and spin)	5.382	eV
E	-7820.26558	eV
structure (SMILES)	C=C/N=c1/cc1C

Results of the Löwdin charge analysis, in e, for atoms 1 through 2:
1 C -0.046
2 C -0.381



(13)
# C6H7N

The molecule C6H7N (ωB97M-V/def2-TZVPD, OMol25).

```
14
Properties=species:S:1:pos:R:3:forces:R:3
N 0.843 -1.926 -1.433 0.17 0.43 0.54
C 0.040 -1.088 -0.961 0.33 -0.22 -0.19
C -0.788 -0.740 0.278 -0.30 -0.10 0.01
C -0.970 0.760 -0.079 -0.25 0.30 0.08
C 0.859 0.046 -1.171 0.15 0.11 -0.17
C 0.604 0.804 0.122 0.00 0.17 -0.09
C 0.364 -0.259 1.217 0.11 -0.09 0.07
H -1.572 -1.412 0.621 0.03 0.16 -0.11
H -1.337 0.951 -1.095 0.01 0.16 0.30
H -1.501 1.364 0.653 -0.02 -0.12 0.16
H 1.187 0.500 -2.092 -0.01 -0.40 -0.06
H 1.142 1.732 0.336 -0.10 -0.28 -0.16
H 1.181 -0.936 1.486 -0.18 0.03 -0.22
H -0.051 0.205 2.120 0.07 -0.14 -0.18
```
Forces are in eV/Å.

Calculated values
relative energy (zero: lowest compared OMol25 entry of this formula, charge and spin)	5.319	eV
E	-7820.32796	eV

Results of the Löwdin charge analysis, in e, for atoms 1 through 2:
1 N 0.234
2 C -0.456



(14)
# C6H7N

A structure of composition C6H7N (ωB97M-V/def2-TZVPD, OMol25).

```
14
Properties=species:S:1:pos:R:3:forces:R:3
N 0.995 -1.762 1.760 0.11 1.44 -0.71
C 0.254 -0.867 1.304 0.82 1.74 -0.93
C -0.687 0.033 0.782 -0.98 0.17 -0.08
C -1.244 -0.282 -0.617 -0.20 0.07 -0.10
C -0.162 0.233 -1.551 -0.02 -0.02 -0.02
C 0.880 0.749 -0.893 -0.05 -0.37 0.18
C 0.747 0.650 0.589 -0.86 -0.15 0.19
H -1.321 0.514 1.512 -0.35 0.09 0.01
H -1.425 -1.359 -0.734 0.04 0.22 0.02
H -2.207 0.220 -0.759 0.12 -0.06 -0.13
H -0.257 0.151 -2.632 0.06 0.07 0.25
H 1.753 1.193 -1.378 -0.25 -0.19 0.20
H 1.671 -1.006 1.418 1.71 -2.28 1.22
H 1.004 1.535 1.197 -0.17 -0.73 -0.11
```
Forces are in eV/Å.

Calculated values
relative energy (zero: lowest compared OMol25 entry of this formula, charge and spin)	4.532	eV
E	-7821.11480	eV

Results of the Löwdin charge analysis, in e, for atoms 1 through 2:
1 N 0.173
2 C -0.237



(15)
# C6H7N

The molecule C6H7N (ωB97M-V/def2-TZVPD, OMol25).

```
14
Properties=species:S:1:pos:R:3:forces:R:3
C -2.165 0.298 0.011 0.89 -0.03 1.64
C -0.617 0.231 -0.117 -4.24 -1.27 1.20
C -0.107 -1.056 -0.040 -0.35 -1.39 -0.60
C 1.223 -1.228 -0.047 0.04 3.88 0.26
C 1.874 0.004 0.000 0.80 -0.69 -0.54
C 1.308 1.242 -0.051 2.07 1.10 1.07
N 0.013 1.370 -0.058 -0.85 0.87 -0.57
H -2.522 -0.472 0.894 0.56 2.10 -2.55
H -2.600 0.169 -0.975 -0.43 -0.66 0.11
H -2.320 1.370 0.240 -0.48 -0.74 0.40
H -0.635 -2.010 -0.001 -0.97 0.78 -0.08
H 1.655 -2.150 -0.009 1.43 -2.17 0.10
H 2.888 0.080 0.044 2.97 -0.40 0.16
H 2.004 2.152 0.110 -1.45 -1.39 -0.58
```
Forces are in eV/Å.

Calculated values
relative energy (zero: lowest compared OMol25 entry of this formula, charge and spin)	1.408	eV
E	-7824.23879	eV
structure (SMILES)	Cc1ccccn1

Results of the Löwdin charge analysis, in e, for atoms 1 through 2:
1 C -0.048
2 C -0.355